Entry 1:
{
  "formula": "C3H10S3",
  "method": "wB97M-V/def2-TZVPD",
  "species": ["C", "S", "S", "H", "H", "H", "H", "C", "S", "C", "H", "H", "H", "H", "H", "H"],
  "coordinates": [[0.18, 0.70, -3.61], [-0.25, -0.35, -2.14], [1.63, -0.57, -1.10], [-0.48, 0.26, -4.42], [-0.08, 1.85, -3.42], [1.15, 0.41, -4.13], [2.21, 0.46, -1.74], [-0.26, 1.04, 2.51], [-1.56, -0.14, 1.83], [-0.66, -1.68, 2.07], [-0.58, 1.49, 3.43], [0.70, 0.59, 2.33], [-0.32, 1.93, 1.92], [-1.43, -2.44, 2.07], [-0.34, -1.73, 3.06], [0.10, -1.83, 1.33]],
  "smiles": "CSC.CSS",
  "gap_ev": 8.6,
  "de_lowest_kcal_mol": 31.77,
  "charge": 0,
  "homo_energy_ev": -8.21
}

Entry 2:
{
  "formula": "C15H16FeN3O2S4Sb",
  "method": "wB97M-V/def2-TZVPD",
  "species": ["Fe", "C", "C", "N", "N", "C", "O", "C", "C", "C", "C", "C", "C", "C", "C", "C", "C", "C", "N", "H", "H", "H", "H", "H", "H", "H", "H", "H", "H", "H", "H", "S", "Sb", "S", "S", "S", "C", "O", "H", "H", "H", "H"],
  "coordinates": [[0.06, 0.14, -0.09], [-3.21, 1.81, -2.17], [-1.97, 1.09, -1.75], [-1.58, 1.03, -0.52], [-2.19, 1.78, 0.44], [-1.20, 2.17, 1.25], [0.02, 1.92, 1.06], [-1.60, 2.99, 2.44], [-0.62, 3.37, 3.34], [-0.96, 4.12, 4.46], [-2.28, 4.49, 4.68], [-3.26, 4.11, 3.78], [-2.92, 3.36, 2.66], [-0.95, 0.58, -2.65], [-1.10, 0.39, -4.03], [-0.03, -0.06, -4.78], [1.17, -0.31, -4.14], [1.26, -0.12, -2.77], [0.24, 0.33, -2.04], [-4.07, 1.41, -1.64], [-3.14, 2.86, -1.91], [-3.38, 1.72, -3.24], [0.40, 3.06, 3.15], [-0.19, 4.41, 5.17], [-2.54, 5.07, 5.56], [-4.29, 4.39, 3.95], [-3.67, 3.05, 1.95], [-2.06, 0.57, -4.49], [-0.14, -0.22, -5.84], [2.03, -0.68, -4.68], [2.16, -0.35, -2.21], [3.17, -5.19, 2.50], [3.65, -4.31, 0.45], [0.08, -2.12, -0.54], [1.86, -1.32, 0.21], [5.86, -3.73, 0.37], [-1.65, -1.18, 2.14], [-0.42, -0.51, 1.90], [-1.67, -1.59, 3.15], [-1.81, -1.97, 1.41], [-2.44, -0.43, 2.04], [0.32, -1.15, 1.84]],
  "gap_ev": 5.2,
  "de_lowest_kcal_mol": 35.06,
  "charge": -2,
  "homo_energy_ev": -1.00
}

Entry 3:
{
  "formula": "C43H45BrN7O6RuS2",
  "method": "wB97M-V/def2-TZVPD",
  "species": ["Ru", "C", "C", "C", "C", "C", "C", "C", "N", "C", "N", "C", "C", "C", "C", "C", "C", "C", "N", "C", "C", "C", "C", "C", "C", "C", "H", "H", "H", "H", "H", "H", "H", "H", "H", "H", "H", "H", "H", "H", "H", "H", "H", "H", "H", "H", "H", "H", "C", "C", "C", "N", "N", "C", "N", "S", "H", "H", "H", "H", "H", "H", "H", "Br", "C", "C", "C", "C", "C", "C", "C", "O", "O", "H", "H", "H", "H", "C", "C", "C", "C", "C", "C", "C", "S", "O", "O", "N", "C", "C", "C", "O", "O", "H", "H", "H", "H", "H", "H", "H", "H", "H", "H", "H", "H"],
  "coordinates": [[0.30, -1.69, 0.32], [-0.93, 3.97, 4.18], [-2.07, 4.02, 3.21], [-3.12, 4.91, 3.37], [-4.18, 4.95, 2.48], [-4.20, 4.08, 1.40], [-3.17, 3.18, 1.22], [-2.10, 3.14, 2.11], [-1.02, 2.27, 1.93], [-1.01, 0.96, 1.50], [-2.21, 0.36, 1.41], [-2.55, -0.92, 0.92], [-1.81, -1.53, -0.09], [-2.20, -2.76, -0.60], [-3.31, -3.40, -0.08], [-4.06, -2.78, 0.90], [-3.71, -1.54, 1.41], [-4.57, -0.86, 2.44], [0.13, 0.37, 1.35], [1.34, 1.05, 1.26], [1.55, 1.99, 0.24], [2.77, 2.60, 0.07], [3.81, 2.31, 0.94], [3.61, 1.40, 1.97], [2.39, 0.77, 2.15], [2.18, -0.17, 3.29], [-1.14, 4.61, 5.03], [-0.01, 4.33, 3.71], [-0.76, 2.96, 4.53], [-3.10, 5.59, 4.21], [-4.97, 5.67, 2.62], [-5.01, 4.10, 0.70], [-3.17, 2.52, 0.35], [-0.11, 2.63, 2.18], [-2.97, 0.84, 1.88], [-1.66, -3.20, -1.44], [-3.62, -4.36, -0.47], [-4.96, -3.27, 1.26], [-5.43, -1.48, 2.68], [-4.95, 0.09, 2.05], [-4.02, -0.67, 3.36], [0.74, 2.21, -0.44], [2.91, 3.31, -0.73], [4.77, 2.79, 0.83], [4.43, 1.17, 2.65], [3.12, -0.44, 3.77], [1.68, -1.08, 2.94], [1.53, 0.28, 4.05], [6.14, -0.28, -2.57], [5.04, 0.44, -1.80], [4.31, -0.50, -0.92], [3.05, -0.66, -0.85], [2.64, -1.61, -0.01], [3.61, -2.24, 0.59], [3.44, -3.23, 1.46], [5.18, -1.60, 0.17], [6.63, 0.41, -3.25], [5.74, -1.11, -3.14], [6.89, -0.67, -1.88], [4.32, 0.89, -2.48], [5.48, 1.24, -1.19], [2.49, -3.62, 1.52], [4.23, -3.78, 1.74], [2.41, -7.54, 5.06], [1.65, -5.80, 5.08], [1.58, -5.11, 6.27], [1.03, -3.84, 6.29], [0.56, -3.27, 5.12], [0.65, -3.97, 3.92], [1.19, -5.25, 3.90], [0.29, -3.26, 2.65], [0.76, -3.72, 1.57], [-0.35, -2.20, 2.71], [1.98, -5.54, 7.18], [0.99, -3.29, 7.22], [0.14, -2.27, 5.11], [1.25, -5.78, 2.96], [-4.21, -0.45, -7.13], [-3.16, 0.42, -6.51], [-1.96, 0.68, -7.17], [-0.99, 1.47, -6.58], [-1.21, 1.99, -5.32], [-2.40, 1.76, -4.65], [-3.37, 0.97, -5.25], [0.05, 2.97, -4.51], [1.08, 3.26, -5.46], [-0.60, 4.06, -3.83], [0.71, 2.02, -3.33], [1.57, 0.93, -3.73], [0.87, -0.43, -3.77], [0.55, -0.89, -2.34], [0.20, -0.02, -1.52], [0.64, -2.11, -2.06], [-3.92, -0.77, -8.13], [-5.15, 0.09, -7.19], [-4.37, -1.34, -6.51], [-1.79, 0.28, -8.16], [-0.06, 1.69, -7.08], [-2.55, 2.21, -3.68], [-4.30, 0.77, -4.73], [0.11, 1.75, -2.57], [2.38, 0.87, -2.99], [1.98, 1.22, -4.70], [1.50, -1.17, -4.26], [-0.07, -0.35, -4.32]],
  "multiplicity": 6,
  "gap_ev": [7.3, 7.2],
  "s_squared": 8.761,
  "de_lowest_kcal_mol": 10.68,
  "charge": 0,
  "homo_energy_ev": [-7.00, -8.10]
}

Entry 4:
{
  "formula": "C3H3F3OS",
  "method": "wB97M-V/def2-TZVPD",
  "species": ["C", "C", "C", "O", "F", "F", "F", "S", "H", "H", "H"],
  "coordinates": [[0.82, -0.68, -1.29], [0.23, -1.24, -0.32], [-0.97, 0.79, 1.04], [1.53, 1.15, 0.25], [-1.45, 1.64, 1.97], [-1.19, 1.26, -0.14], [-1.64, -0.32, 1.21], [0.84, 0.38, 1.31], [0.72, -1.02, -2.32], [1.51, 0.18, -1.35], [-0.40, -2.14, -0.35]],
  "gap_ev": [9.3, 9.3],
  "de_lowest_kcal_mol": 46.88,
  "charge": 0,
  "homo_energy_ev": [-9.76, -9.76]
}

Entry 5:
{
  "formula": "C28H23MnN3O2PS",
  "method": "wB97M-V/def2-TZVPD",
  "species": ["Mn", "C", "C", "C", "C", "C", "C", "C", "P", "C", "C", "C", "C", "C", "C", "C", "C", "C", "C", "C", "C", "C", "C", "H", "H", "H", "H", "H", "H", "H", "H", "H", "H", "H", "H", "H", "H", "H", "H", "H", "H", "H", "H", "C", "O", "C", "O", "H", "H", "H", "N", "C", "C", "C", "N", "C", "N", "S", "C"],
  "coordinates": [[-1.37, -0.27, -1.27], [2.65, 0.32, 2.79], [2.25, -1.03, 2.25], [2.93, -2.15, 2.72], [2.65, -3.43, 2.27], [1.65, -3.62, 1.32], [0.96, -2.52, 0.83], [1.24, -1.22, 1.28], [0.20, 0.07, 0.48], [1.34, 1.48, 0.23], [0.96, 2.74, 0.67], [1.74, 3.86, 0.42], [2.93, 3.73, -0.28], [3.31, 2.48, -0.73], [2.55, 1.34, -0.49], [3.06, 0.01, -0.96], [-0.96, 0.59, 1.78], [-0.90, 0.25, 3.12], [-1.98, 0.49, 3.96], [-3.13, 1.06, 3.42], [-3.20, 1.40, 2.08], [-2.11, 1.19, 1.21], [-2.14, 1.46, -0.22], [3.15, 0.19, 3.75], [1.80, 0.98, 2.92], [3.34, 0.82, 2.11], [3.71, -2.01, 3.46], [3.20, -4.28, 2.66], [1.40, -4.61, 0.96], [0.18, -2.65, 0.09], [0.03, 2.85, 1.21], [1.41, 4.84, 0.77], [3.54, 4.60, -0.49], [4.24, 2.37, -1.29], [3.83, 0.15, -1.72], [2.26, -0.59, -1.42], [3.48, -0.57, -0.14], [-0.04, -0.27, 3.52], [-1.95, 0.20, 5.00], [-4.00, 1.22, 4.05], [-4.11, 1.83, 1.67], [-1.37, 2.16, -0.55], [-3.12, 1.81, -0.56], [0.15, -2.92, -3.12], [0.63, -1.59, -3.31], [-0.05, -0.66, -2.59], [0.25, 0.52, -2.77], [1.00, -3.58, -2.96], [-0.39, -3.24, -4.02], [-0.54, -2.96, -2.27], [-2.75, -0.04, -2.68], [-3.57, 0.09, -3.49], [-4.56, 0.25, -4.47], [-4.46, -0.44, -5.70], [-4.39, -1.00, -6.71], [-5.66, 1.09, -4.26], [-6.58, 1.78, -4.10], [-2.67, -2.95, 0.12], [-2.03, -1.62, -0.55]],
  "gap_ev": [5.5, 5.5],
  "charge": -2,
  "homo_energy_ev": [-1.17, -1.18]
}

Entry 6:
{
  "formula": "C25H44Cl3N4NdO3Si",
  "method": "wB97M-V/def2-TZVPD",
  "species": ["C", "C", "H", "H", "H", "C", "C", "H", "H", "H", "H", "Nd", "Cl", "Cl", "H", "H", "C", "C", "N", "H", "C", "O", "H", "H", "H", "H", "H", "H", "C", "C", "N", "H", "C", "O", "H", "H", "H", "H", "O", "C", "C", "C", "H", "C", "H", "C", "H", "C", "C", "H", "H", "H", "Si", "Cl", "C", "C", "C", "H", "H", "H", "H", "H", "H", "H", "H", "H", "C", "C", "C", "C", "N", "N", "C", "H", "H", "H", "H", "H", "H", "H", "H"],
  "coordinates": [[4.09, 0.07, -1.54], [3.32, 1.32, -1.26], [4.88, 0.24, -2.28], [3.42, -0.73, -1.90], [4.56, -0.30, -0.61], [3.39, 2.44, -1.98], [4.26, 2.61, -3.18], [2.82, 3.33, -1.68], [4.25, 1.72, -3.82], [5.30, 2.82, -2.90], [3.90, 3.45, -3.77], [-0.85, -1.09, 0.28], [0.84, -1.54, 2.36], [-2.43, -2.67, -1.13], [-5.34, -3.21, 3.21], [-3.70, -4.75, 4.55], [-4.65, -3.29, 2.37], [-3.09, -4.75, 3.65], [-3.30, -3.53, 2.88], [-4.64, -2.38, 1.78], [-2.32, -2.69, 2.62], [-2.46, -1.67, 1.90], [-2.03, -4.81, 3.92], [-1.33, -2.93, 3.06], [-4.96, -4.14, 1.75], [-3.36, -5.63, 3.05], [1.20, -0.01, -2.93], [1.11, 2.84, -3.43], [0.25, 0.07, -3.46], [0.15, 2.52, -3.86], [-0.38, 1.36, -3.16], [-0.41, -0.75, -3.16], [-1.37, 1.46, -2.27], [-1.72, 0.53, -1.50], [-0.56, 3.35, -3.78], [-1.87, 2.45, -2.26], [0.44, 0.03, -4.54], [0.31, 2.27, -4.91], [1.40, 0.29, -0.65], [2.29, 1.16, -0.14], [0.70, 3.17, -0.24], [1.75, 2.50, 0.39], [0.22, 2.69, -1.10], [0.30, 4.43, 0.20], [2.80, 0.66, 0.71], [2.43, 3.13, 1.43], [-0.55, 4.92, -0.29], [1.00, 5.06, 1.23], [2.07, 4.41, 1.84], [3.26, 2.59, 1.89], [0.70, 6.07, 1.56], [2.64, 4.90, 2.64], [1.16, -4.38, -0.81], [1.11, -2.22, -1.10], [-0.13, -5.14, -1.92], [0.74, -4.79, 0.97], [2.86, -4.98, -1.27], [-1.00, -4.48, -2.02], [-0.49, -6.09, -1.50], [0.27, -5.35, -2.93], [3.07, -4.80, -2.34], [2.94, -6.06, -1.10], [3.64, -4.48, -0.68], [0.21, -3.97, 1.48], [1.66, -4.99, 1.54], [0.10, -5.69, 1.01], [-4.38, 3.48, 0.94], [-3.18, 2.78, 1.41], [-2.29, 3.04, 2.46], [-1.32, 2.00, 2.43], [-1.59, 1.18, 1.39], [-2.74, 1.65, 0.83], [-0.18, 1.83, 3.34], [-5.18, 3.42, 1.69], [-4.16, 4.55, 0.78], [-4.74, 3.06, 0.00], [-2.31, 3.86, 3.14], [-3.11, 1.21, -0.01], [-0.51, 2.00, 4.38], [0.24, 0.81, 3.26], [0.61, 2.55, 3.11]],
  "multiplicity": 4,
  "gap_ev": [7.4, 7.4],
  "s_squared": 3.753,
  "de_lowest_kcal_mol": 35.36,
  "charge": 0,
  "homo_energy_ev": [-7.03, -7.05]
}

Entry 7:
{
  "formula": "C19H35AuN5NbO4",
  "method": "wB97M-V/def2-TZVPD",
  "species": ["N", "C", "O", "Au", "Nb", "N", "N", "C", "C", "C", "C", "C", "C", "C", "C", "H", "H", "H", "H", "H", "H", "H", "H", "H", "H", "H", "H", "H", "H", "H", "H", "H", "H", "C", "H", "H", "H", "C", "H", "H", "H", "C", "C", "C", "C", "C", "C", "O", "N", "C", "O", "N", "C", "O", "H", "H", "H", "H", "H", "H", "H", "H", "H", "H", "H"],
  "coordinates": [[1.93, -0.51, 0.26], [3.04, -0.91, 0.53], [4.13, -1.25, 0.85], [2.04, -0.16, -3.10], [-0.02, -0.01, -0.01], [-0.57, -1.50, -1.21], [-0.29, 1.70, -0.96], [-0.42, -2.92, -0.89], [0.33, 3.01, -1.10], [0.73, -3.50, -1.71], [-1.70, -3.67, -1.24], [-0.13, -3.12, 0.59], [0.01, 3.63, -2.46], [-0.21, 3.93, -0.01], [1.84, 2.88, -0.94], [0.58, -3.37, -2.78], [0.77, -4.58, -1.50], [1.69, -3.05, -1.41], [-2.56, -3.21, -0.75], [-1.60, -4.70, -0.89], [-1.87, -3.71, -2.33], [0.76, -2.57, 0.90], [0.07, -4.19, 0.73], [-1.00, -2.84, 1.19], [0.32, 2.98, -3.28], [0.57, 4.57, -2.54], [-1.05, 3.88, -2.57], [-1.30, 4.03, -0.08], [0.24, 4.92, -0.13], [0.05, 3.52, 0.98], [2.10, 2.41, 0.02], [2.26, 3.89, -0.97], [2.26, 2.29, -1.77], [-1.73, 1.67, -1.31], [-2.18, 0.72, -0.98], [-2.28, 2.49, -0.84], [-1.84, 1.75, -2.40], [-1.07, -1.26, -2.57], [-2.16, -1.46, -2.62], [-0.86, -0.24, -2.91], [-0.58, -1.96, -3.26], [-1.86, 2.97, 4.02], [-0.67, 2.40, 4.78], [-0.36, 0.95, 4.39], [0.78, 0.35, 5.25], [2.09, 1.12, 5.24], [-1.59, 0.09, 4.66], [-2.03, -0.08, 5.80], [-2.27, -0.53, 3.61], [-1.89, -0.52, 2.27], [-2.53, -1.09, 1.39], [-0.73, 0.18, 2.01], [0.00, 0.95, 2.89], [0.93, 1.60, 2.40], [-1.70, 2.97, 2.93], [-2.03, 4.01, 4.35], [-2.77, 2.39, 4.24], [0.23, 3.01, 4.58], [-0.85, 2.43, 5.86], [0.41, 0.28, 6.29], [0.96, -0.68, 4.91], [1.99, 2.15, 5.61], [2.81, 0.61, 5.90], [2.51, 1.14, 4.23], [-3.09, -1.08, 3.84]],
  "gap_ev": 4.7,
  "de_lowest_kcal_mol": 8.02,
  "charge": 2,
  "homo_energy_ev": -15.18
}

Entry 8:
{
  "formula": "C27H22CuFN8OS3Sb",
  "method": "wB97M-V/def2-TZVPD",
  "species": ["Cu", "S", "Sb", "S", "S", "C", "N", "C", "N", "C", "N", "C", "C", "C", "C", "C", "C", "C", "N", "N", "C", "O", "C", "C", "C", "C", "C", "C", "N", "C", "N", "C", "N", "C", "H", "H", "H", "H", "H", "H", "H", "H", "H", "H", "H", "H", "H", "H", "H", "H", "F", "C", "C", "C", "C", "C", "C", "C", "H", "H", "H", "H", "H", "H"],
  "coordinates": [[-0.43, -0.13, 0.07], [-3.74, 0.64, 2.79], [-3.50, 0.09, 0.54], [-1.91, -1.82, 0.52], [-1.77, 1.67, -0.29], [-1.08, 1.33, 5.19], [-0.50, 0.70, 4.03], [-0.70, 1.05, 2.75], [-0.16, 0.15, 1.97], [0.32, -0.79, 2.84], [0.16, -0.49, 4.10], [-0.45, 2.66, 5.53], [-1.15, 3.59, 6.29], [-0.57, 4.80, 6.65], [0.72, 5.11, 6.23], [1.42, 4.19, 5.46], [0.84, 2.97, 5.12], [2.76, 4.51, 4.96], [3.51, 5.53, 5.21], [4.67, 5.36, 4.46], [4.53, 4.26, 3.81], [3.35, 3.66, 4.09], [5.42, 3.63, 2.84], [6.57, 4.28, 2.42], [7.38, 3.69, 1.46], [7.03, 2.46, 0.91], [5.88, 1.80, 1.33], [5.46, 0.48, 0.72], [4.11, 0.53, 0.18], [2.97, 0.11, 0.74], [1.95, 0.51, 0.02], [2.54, 1.18, -1.01], [3.85, 1.23, -0.95], [5.09, 2.39, 2.30], [-0.94, 0.63, 6.01], [-2.15, 1.44, 5.00], [-1.19, 1.95, 2.42], [0.76, -1.72, 2.51], [-2.17, 3.37, 6.60], [-1.13, 5.51, 7.24], [1.18, 6.06, 6.48], [1.39, 2.27, 4.51], [6.82, 5.24, 2.84], [8.27, 4.19, 1.13], [7.65, 2.02, 0.14], [5.48, -0.32, 1.46], [6.13, 0.21, -0.09], [2.92, -0.46, 1.66], [1.98, 1.66, -1.80], [4.18, 1.90, 2.64], [1.83, -5.55, -2.92], [1.27, -4.34, -2.66], [-0.10, -4.23, -2.65], [-0.67, -3.00, -2.38], [0.12, -1.87, -2.12], [-0.50, -0.54, -1.84], [1.51, -2.03, -2.17], [2.09, -3.27, -2.43], [-0.72, -5.10, -2.84], [-1.75, -2.90, -2.34], [-1.52, -0.46, -2.20], [0.09, 0.27, -2.25], [2.14, -1.17, -2.01], [3.17, -3.39, -2.47]],
  "gap_ev": 5.2,
  "charge": -1,
  "homo_energy_ev": -3.60
}

Number 1: F_max 2.9 eV/Å. Number 2: F_max 0.6 eV/Å. Number 3: F_max 1.6 eV/Å. Number 4: F_max 3.4 eV/Å. Number 5: F_max 0.8 eV/Å. Number 6: F_max 2.9 eV/Å. Number 7: F_max 3.0 eV/Å. Number 8: F_max 1.0 eV/Å.